Below is one molecule with the formula C3H8O3, with properties calculated with the ωB97M-V functional and the def2-TZVPD basis.

Results
- HOMO energy: -10.300 eV
- Gap between HOMO and LUMO: 11.0 eV

The geometry in XYZ format:
```
14
Properties=species:S:1:pos:R:3:forces:R:3
O 1.52608 1.58586 -0.10706 0.2 0.0 0.1
C 1.12880 0.22878 -0.29170 -0.1 -0.3 0.0
C -0.38735 0.19591 -0.49044 0.1 -0.2 -0.2
O -0.99808 1.08140 0.42962 0.1 0.3 0.0
C -0.96015 -1.18331 -0.18578 0.0 0.0 -0.3
O -0.79749 -1.48163 1.18249 -0.1 0.1 0.2
H 2.03754 1.64287 0.70614 0.0 0.1 -0.2
H 1.63514 -0.18858 -1.17162 -0.1 0.1 0.1
H 1.38351 -0.38180 0.58206 0.0 0.1 -0.1
H -0.63241 0.48746 -1.52389 0.0 0.0 0.1
H -0.39951 1.84524 0.46602 -0.2 -0.1 0.1
H -2.02093 -1.20192 -0.47747 0.2 0.0 0.1
H -0.43598 -1.95714 -0.75792 -0.1 0.1 0.0
H -1.07916 -0.67316 1.63955 0.1 -0.2 0.0
```
Positions in Å, forces in eV/Å.

Charges computed using Mulliken, reported in e: O -0.564; C -0.534; C 0.247; O -0.598; C -0.591; O -0.517; H 0.318; H 0.271; H 0.368; H 0.264; H 0.367; H 0.270; H 0.349; H 0.350

=====

Below is a 2-piece molecular cluster, C3H8O3 overall in a non-equilibrium geometry, with properties calculated with the ωB97M-V functional and the def2-TZVPD basis.

Results
- HOMO energy: -10.741 eV
- Gap between HOMO and LUMO: 11.3 eV

The geometry in XYZ format:
```
14
Properties=species:S:1:pos:R:3:forces:R:3
C -0.64357 -1.50620 -1.56359 -0.3 1.2 -0.3
C -0.69266 -0.45120 -0.43950 1.2 -1.0 -0.1
C 0.43792 0.54865 -0.43063 -0.5 0.8 0.0
O 0.87911 1.07861 0.55329 0.2 0.0 0.3
O 0.80803 0.89716 -1.66836 -0.4 -0.6 -1.0
H 0.09026 -2.28210 -1.39165 -0.3 -0.5 0.3
H -0.33642 -1.06691 -2.51368 -0.2 0.2 0.1
H -1.68374 -1.80378 -1.69213 0.3 -0.8 -0.1
H -1.63493 0.07544 -0.48866 -0.1 0.4 0.1
H -0.60391 -0.96232 0.51865 -0.4 0.1 0.1
H 1.38618 1.65711 -1.74518 0.4 0.3 0.7
O 0.79136 1.51583 3.87829 0.1 0.3 0.2
H 0.42497 0.64795 4.06017 0.0 0.0 -0.3
H 0.77741 1.65176 2.92298 -0.1 -0.3 0.0
```
Positions in Å, forces in eV/Å.

Charges computed using Mulliken, reported in e: C -1.031; C -0.257; C 0.466; O -0.544; O -0.450; H 0.316; H 0.298; H 0.304; H 0.290; H 0.251; H 0.344; O -0.644; H 0.304; H 0.353

=====

Below is a 2-piece molecular cluster, C3H8O3 overall in a non-equilibrium geometry, with properties calculated with the ωB97M-V functional and the def2-TZVPD basis.

Results
- HOMO energy: -10.094 eV
- Gap between HOMO and LUMO: 10.7 eV

The geometry in XYZ format:
```
14
Properties=species:S:1:pos:R:3:forces:R:3
O -5.10657 -2.09647 0.80985 0.0 -0.2 -0.8
C -4.65040 -1.00404 0.85404 0.4 0.5 1.2
O -4.44841 -0.14439 -0.17108 -0.6 -0.6 -0.1
H -4.30117 -0.57649 1.81679 -0.1 0.1 -0.1
H -4.42814 0.73406 0.22171 0.3 0.2 -0.1
C 3.16302 1.08282 0.02548 0.1 -0.1 0.8
C 2.35520 0.07874 -0.75422 0.7 -1.7 -2.3
O 1.15712 -0.40423 -0.15357 -0.1 0.7 0.1
H 2.66262 1.97953 0.38447 -0.5 -0.1 -0.1
H 4.05676 1.44906 -0.49298 -0.3 -0.4 -0.3
H 3.51433 0.53370 0.89886 0.1 0.3 0.3
H 2.18397 0.34629 -1.84053 -0.1 0.4 1.1
H 2.97365 -0.85212 -0.87263 0.1 0.9 0.1
H 0.86802 -1.12646 -0.72620 -0.1 0.2 0.3
```
Positions in Å, forces in eV/Å.

Charges computed using Mulliken, reported in e: O -0.404; C 0.249; O -0.412; H 0.215; H 0.353; C -0.979; C -0.178; O -0.519; H 0.299; H 0.316; H 0.252; H 0.271; H 0.223; H 0.315

=====

Below is a 2-piece molecular cluster, C3H8O3 overall in a non-equilibrium geometry, with properties calculated with the ωB97M-V functional and the def2-TZVPD basis.

Results
- HOMO energy: -10.353 eV
- Gap between HOMO and LUMO: 11.0 eV

The geometry in XYZ format:
```
14
Properties=species:S:1:pos:R:3:forces:R:3
C 0.39555 1.21053 -0.59046 0.1 0.4 -0.8
C 0.01098 -0.25215 -0.80382 -0.6 0.3 0.9
C -1.29004 -0.61413 -0.11802 0.5 0.1 0.6
O -1.46859 -1.63034 0.49710 -0.3 -0.2 -0.2
O -2.20970 0.36859 -0.17665 -0.2 0.2 -0.6
H -0.18358 1.91889 -1.18970 -0.2 -0.2 0.1
H 0.29712 1.50928 0.45199 0.0 -0.1 0.0
H 1.43086 1.34299 -0.89880 0.1 0.0 0.2
H 0.76620 -0.84751 -0.31026 0.1 -0.5 -0.2
H -0.10966 -0.57473 -1.83370 0.3 0.2 -0.3
H -3.07417 0.01495 0.07408 0.1 -0.1 0.3
O 3.58820 0.40137 0.90801 0.0 0.0 -0.1
H 3.09854 -0.11061 1.55830 0.0 0.0 0.0
H 3.60271 1.30006 1.25067 0.0 0.0 0.0
```
Positions in Å, forces in eV/Å.

Charges computed using Mulliken, reported in e: C -1.071; C -0.175; C 0.458; O -0.556; O -0.426; H 0.327; H 0.304; H 0.329; H 0.220; H 0.255; H 0.337; O -0.637; H 0.317; H 0.317

=====

Below is a 2-piece molecular cluster, C3H8O3 overall in a non-equilibrium geometry, with properties calculated with the ωB97M-V functional and the def2-TZVPD basis.

Results
- HOMO energy: -10.594 eV
- Gap between HOMO and LUMO: 11.0 eV

The geometry in XYZ format:
```
14
Properties=species:S:1:pos:R:3:forces:R:3
C 0.00000 0.00000 0.00000 -0.3 0.2 -0.4
C -0.84346 0.66362 -1.13496 0.6 -0.9 0.5
C -2.32680 0.66569 -0.78268 0.6 0.7 3.1
O -2.72118 0.37169 0.37377 0.3 0.8 -4.8
O -3.06602 1.20148 -1.80346 -0.3 0.3 0.5
H -0.25556 -1.07270 0.02492 0.2 0.5 0.2
H -0.25596 0.44540 0.97607 0.1 -0.2 -0.5
H 1.08717 0.09908 -0.15768 -0.5 0.0 -0.1
H -0.52946 1.70622 -1.33452 -0.2 -0.4 0.1
H -0.72670 0.09113 -2.07522 0.0 0.3 0.3
H -2.52322 1.77771 -2.40790 -0.5 -1.2 1.0
O -6.30055 -2.12263 2.77771 -0.6 1.1 -0.1
H -5.85718 -1.28829 2.50282 -0.5 -0.9 0.3
H -7.24265 -1.87105 2.90966 1.0 -0.2 -0.2
```
Positions in Å, forces in eV/Å.

Charges computed using Mulliken, reported in e: C -1.104; C -0.514; C 0.714; O -0.545; O -0.498; H 0.282; H 0.289; H 0.347; H 0.354; H 0.323; H 0.352; O -0.650; H 0.326; H 0.324

=====

Below is a 2-piece molecular cluster, C3H8O3S overall in a non-equilibrium geometry, with properties calculated with the ωB97M-V functional and the def2-TZVPD basis.

Results
- HOMO energy: -9.000 eV
- Gap between HOMO and LUMO: 9.8 eV

The geometry in XYZ format:
```
15
Properties=species:S:1:pos:R:3:forces:R:3
O 0.14792 -1.39567 1.07192 0.0 0.5 -0.5
C -0.06212 -1.82725 -0.03543 0.0 -1.0 0.3
O 0.36302 -3.07508 -0.34892 -0.2 0.6 -0.8
C -0.93867 -1.24857 -1.08672 -1.6 0.3 -0.4
C -1.63430 0.02870 -0.59920 0.5 0.3 -0.7
S -0.64976 1.55519 -0.98003 -0.3 -0.7 0.6
H 0.88350 -3.31056 0.41302 0.5 -0.6 0.6
H -0.59319 -1.17004 -2.11914 1.0 0.4 0.4
H -1.70958 -1.99670 -1.32708 -0.1 -0.2 0.8
H -1.77212 0.02704 0.47376 -0.1 -0.2 0.1
H -2.61697 0.08969 -1.06273 0.1 0.3 -0.1
H 0.12873 1.36523 0.10927 0.0 0.2 -0.3
O 2.68296 3.44360 1.48877 -0.3 0.6 0.1
H 3.30126 3.19992 2.16433 0.8 -0.9 0.4
H 2.46930 4.31448 1.83817 -0.5 0.3 -0.5
```
Positions in Å, forces in eV/Å.

Charges computed using Mulliken, reported in e: O -0.569; C 0.614; O -0.462; C -0.397; C -0.778; S -0.207; H 0.315; H 0.365; H 0.291; H 0.341; H 0.337; H 0.143; O -0.613; H 0.307; H 0.311

=====

Below is C3H8O3SSn as an isolated structure in a non-equilibrium geometry, with properties calculated with the ωB97M-V functional and the def2-TZVPD basis.

Results
- HOMO energy: -19.468 eV
- Charge: +2
- Gap between HOMO and LUMO: 8.4 eV

The geometry in XYZ format:
```
16
Properties=species:S:1:pos:R:3:forces:R:3
Sn 0.79558 3.14596 1.43968 -0.8 16.6 9.2
O 0.87904 1.69959 0.69967 0.8 -12.0 -3.4
S 0.93582 1.01533 -0.56719 0.8 -8.9 -9.2
O 2.13290 1.06732 -1.37259 -1.9 0.9 2.3
O 0.64980 -0.55571 -0.21465 0.7 3.4 -0.2
C -0.24293 -0.86173 0.91046 -0.3 -1.6 1.1
C -0.34772 -2.39951 0.86658 0.3 0.6 -0.8
C -0.51790 1.44700 -1.54382 0.6 0.9 0.6
H -1.20308 -0.36032 0.78889 0.0 0.0 -0.1
H 0.24045 -0.59600 1.85058 0.1 0.4 -0.1
H -0.64928 -2.61295 -0.15890 0.0 -0.5 0.1
H -1.02578 -2.90876 1.55142 -0.1 0.6 0.1
H 0.65436 -2.79245 1.03846 -0.1 -0.1 -0.1
H -0.41228 1.14785 -2.58663 0.4 -0.8 0.2
H -0.49600 2.53059 -1.65975 -0.4 0.3 0.4
H -1.39296 1.03378 -1.04220 -0.1 0.2 -0.2
```
Positions in Å, forces in eV/Å.

Charges computed using Mulliken, reported in e: Sn 1.019; O -0.109; S 1.171; O -0.466; O -0.225; C -0.155; C -1.217; C -0.931; H 0.398; H 0.281; H 0.329; H 0.395; H 0.326; H 0.346; H 0.478; H 0.360

=====

Below is C3H8O3Y as an isolated structure in a non-equilibrium geometry, with properties calculated with the ωB97M-V functional and the def2-TZVPD basis.

Results
- HOMO energy (spin up / spin down): -16.149 / -16.543 eV
- <S²>: 0.761
- Spin multiplicity: 2
- Charge: +2
- Gap between HOMO and LUMO (spin up / spin down): 5.1 / 5.6 eV

The geometry in XYZ format:
```
15
Properties=species:S:1:pos:R:3:forces:R:3
O -0.71665 -1.49001 -0.91424 -3.4 3.1 -1.2
C -1.22710 -0.44978 -1.61532 2.5 -4.1 -2.3
C -1.12177 0.40389 0.84582 -2.2 -2.4 3.2
O -2.39148 -0.56812 1.28495 2.2 -1.5 -3.6
Y -2.28367 -2.51652 0.33237 0.5 4.2 2.0
H -1.60676 0.57021 -1.75318 -0.4 0.4 2.7
H -1.16248 -0.72943 -2.67947 0.3 -0.2 0.0
H -1.36107 1.46413 0.67713 -0.1 -0.6 0.2
H -0.43701 -0.04383 1.58725 0.1 1.2 -0.8
O 1.19195 0.56001 -0.20071 -3.6 -4.1 -2.3
H 0.81785 -0.54450 -0.51760 3.2 5.0 2.2
C 2.34076 0.78288 0.58367 1.2 -0.8 0.3
H 2.34173 1.79462 1.02043 -0.5 -0.3 -0.4
H 2.39698 0.06625 1.41767 0.2 0.2 -0.2
H 3.21872 0.70019 -0.06877 0.0 -0.1 0.4
```
Positions in Å, forces in eV/Å.

Charges computed using Mulliken, reported in e: O -0.644; C 0.159; C -0.316; O -0.645; Y 1.903; H 0.345; H 0.298; H 0.462; H 0.339; O -0.477; H 0.351; C -0.614; H 0.266; H 0.297; H 0.275

=====

Below is one molecule with the formula C3H8O4 in a non-equilibrium geometry, with properties calculated with the ωB97M-V functional and the def2-TZVPD basis.

Results
- HOMO energy: -10.549 eV
- Gap between HOMO and LUMO: 11.3 eV

The geometry in XYZ format:
```
15
Properties=species:S:1:pos:R:3:forces:R:3
C 1.27111 1.54812 0.62184 -1.6 0.4 -1.3
O 0.39671 0.73425 -0.19640 0.0 0.5 -1.1
C 0.33712 -0.57801 0.23528 0.0 -1.8 0.6
O -0.09195 -0.59051 1.59182 -1.8 0.1 -1.2
C -0.80927 -1.19381 -0.62633 -0.4 2.4 0.1
O -2.00902 -0.43900 -0.26900 0.3 -2.6 0.8
O -0.55831 -1.03372 -1.96809 -0.3 -1.5 -0.2
H 1.57589 2.41753 -0.03946 -0.3 -1.0 1.0
H 2.05243 0.80560 0.70530 1.0 0.8 1.4
H 0.60604 1.87837 1.48466 1.8 -0.4 -0.6
H 1.34475 -1.20982 0.09548 -1.9 1.6 0.5
H -1.09314 -0.35508 1.44938 2.3 -0.6 0.7
H -1.05996 -2.18802 -0.42644 0.0 -1.6 0.5
H -1.82060 0.40068 -0.61183 0.1 2.3 -0.7
H -0.14179 -0.19660 -2.04622 0.8 1.4 -0.4
```
Positions in Å, forces in eV/Å.

Charges computed using Mulliken, reported in e: C -0.672; O -0.374; C 0.132; O -0.572; C -0.171; O -0.553; O -0.520; H 0.221; H 0.354; H 0.230; H 0.319; H 0.407; H 0.454; H 0.360; H 0.385

=====

Below is a 2-piece molecular cluster, C3H8O4 overall in a non-equilibrium geometry, with properties calculated with the ωB97M-V functional and the def2-TZVPD basis.

Results
- HOMO energy: -8.868 eV
- Gap between HOMO and LUMO: 9.5 eV

The geometry in XYZ format:
```
15
Properties=species:S:1:pos:R:3:forces:R:3
C -1.31527 1.68272 -0.12343 0.1 -0.2 0.0
O -0.16703 1.20274 -0.84484 -1.2 -1.3 -2.2
C -0.30815 -0.17516 -1.46017 -2.5 2.2 0.5
O -1.28687 -0.86037 -1.31586 1.9 1.0 -0.2
H -1.35205 2.76647 -0.23972 0.2 -0.1 0.0
H -2.24305 1.25534 -0.50833 0.2 -0.1 0.0
H -1.19219 1.43398 0.93260 -0.1 0.0 0.0
H 0.50908 -0.25692 -2.18304 0.1 -0.3 0.4
O 0.75126 -2.17788 0.80639 -1.4 0.4 -0.4
C 1.13622 -0.86691 0.50138 1.1 2.8 -0.3
O 1.58026 -0.19628 1.65895 0.6 0.2 1.2
H -0.10613 -2.36809 0.39574 0.1 0.0 0.2
H 1.99792 -0.98503 -0.16972 0.3 0.1 0.1
H 0.57646 0.21356 0.06199 0.7 -4.4 1.3
H 1.41955 -0.66818 2.48805 0.0 -0.3 -0.6
```
Positions in Å, forces in eV/Å.

Charges computed using Mulliken, reported in e: C -0.582; O -0.411; C 0.169; O -0.489; H 0.242; H 0.287; H 0.258; H 0.431; O -0.527; C -0.006; O -0.515; H 0.323; H 0.197; H 0.327; H 0.295

=====

Relative energy (zero: lowest compared OMol25 entry of this formula, charge and spin)? In order: 26.2; 5.9; 33.8; 5.2; 17.9; 9.7; 45.5; 115.0; 46.4; 89.1 kcal/mol.
E_tot? In order: -9382.665; -9383.546; -9382.336; -9383.576; -9383.026; -20218.530; -26026.338; -10400.161; -11429.258; -11427.404 eV.